Entry 1:
Below is the molecule C5H8N2S at a distorted geometry, with properties calculated with ωB97M-V/def2-TZVPD.

Geometry (Å):
1 C -2.5999 -1.1058 -0.2395
2 N -1.9065 -0.1402 -0.6761
3 N -0.6316 -0.0131 -0.4478
4 C 0.3254 -0.6475 0.6023
5 C 1.1686 0.5361 0.4999
6 C 2.5456 0.4893 -0.1950
7 S 3.4048 -0.8844 -0.4536
8 C -0.0517 1.2412 -0.3346
9 H -2.3983 -1.9326 0.5032
10 H -3.7204 -1.1117 -0.5515
11 H 0.6269 -1.7233 0.0324
12 H -0.2079 -0.8667 1.5963
13 H 1.2238 1.1354 1.4332
14 H 2.9308 1.4438 -0.5286
15 H -0.6765 1.9672 0.1402
16 H -0.0331 1.6124 -1.3807

Calculated values
**SMILES**: C=NN1CC(C=S)C1


Entry 2:
Below is the molecule C5H8N2S at a distorted geometry, with properties calculated with ωB97M-V/def2-TZVPD.

Geometry (Å):
1 C -0.4389 1.9997 1.0735
2 N 0.5479 2.1651 -0.1091
3 C 0.8294 1.1165 -0.7776
4 C 0.3696 -0.2342 -0.4137
5 C -0.8946 -0.5738 -0.0695
6 N -1.3896 -1.8065 -0.1314
7 S -0.2252 -2.9452 -0.6553
8 C 1.1239 -1.5520 -0.6729
9 H -0.0883 2.4715 2.1518
10 H -0.3433 0.6713 1.1721
11 H -1.2628 2.6592 0.6158
12 H 1.4380 1.2632 -1.6943
13 H -1.6696 0.2585 0.1680
14 H -1.5405 -2.0972 0.7671
15 H 1.6655 -1.9543 0.1639
16 H 1.8785 -1.4419 -1.5885

Calculated values
**SMILES**: C/N=C\C1=CNSC1


Total energy / eV: -19125.6545 -19125.0989
Frontier orbital gap / Ha: 0.2878 0.3134